Here is a structure of composition C17H32NOV in a non-equilibrium geometry from OMol25. Energies are from the ωB97M-V functional and the def2-TZVPD basis.

Each line ends with the Löwdin spin population.
Cartesian coordinates (Å):
C (-0.5230, -1.9954, -1.7662)  0.1601
H (-1.5065, -2.3573, -1.3775)  0.0152
H (-0.6494, -1.6219, -2.8082)  0.0115
H (-0.3728, 1.1904, 0.2873)  0.0376
C (0.6750, -2.8986, -1.6722)  0.0307
H (1.5097, -2.2550, -2.0456)  0.0062
H (0.9173, -3.2107, -0.6286)  0.0010
C (0.5169, -4.1304, -2.5858)  0.0201
H (1.4352, -4.7175, -2.5976)  0.0021
H (-0.3220, -4.7491, -2.2351)  0.0002
H (0.2959, -3.8137, -3.6125)  0.0002
C (0.5119, 1.9218, -0.2289)  0.0569
C (1.4100, 1.3112, -1.1376)  -0.0016
C (0.6855, 0.9759, -2.3265)  0.0444
C (-0.7016, 1.2862, -2.1077)  0.0094
C (-0.8405, 1.8946, -0.8152)  0.0359
C (-2.1360, 2.4517, -0.2134)  0.0074
C (-1.7582, 1.1066, -3.1299)  0.0005
C (1.2943, 0.4518, -3.5701)  0.0119
C (2.8872, 1.2469, -0.9617)  -0.0072
C (0.8884, 2.5291, 1.0977)  0.0141
V (-0.0860, -0.0521, -0.7025)  1.5011
H (-2.7487, 1.2830, -2.7162)  0.0003
H (-1.6371, 1.7664, -3.9933)  -0.0004
H (-1.7031, 0.0923, -3.5181)  -0.0005
H (-3.0137, 2.1362, -0.7732)  -0.0001
H (-2.3312, 2.1322, 0.8213)  0.0007
H (-2.1954, 3.5414, -0.1856)  0.0007
H (1.6426, 1.9207, 1.6029)  0.0002
H (1.2552, 3.5596, 1.0196)  0.0032
H (0.0022, 2.5267, 1.7273)  0.0009
H (3.3868, 0.6398, -1.7201)  0.0006
H (3.2486, 2.2782, -1.0673)  -0.0033
H (3.2226, 0.8812, 0.0195)  -0.0009
H (0.9077, -0.5226, -3.8932)  0.0026
H (1.1149, 1.1662, -4.3789)  0.0034
H (2.3715, 0.3586, -3.4334)  0.0005
C (-1.0013, -0.3491, 5.0371)  0.0005
N (-0.0977, -0.5225, 3.9102)  0.0041
C (1.3301, -0.3722, 4.1458)  0.0004
C (-0.5295, -0.7830, 2.6747)  0.0020
C (-1.9995, -0.8449, 2.4082)  0.0030
O (0.3581, -0.9423, 1.7757)  0.0220
H (-0.3662, -0.2575, 5.9286)  0.0000
H (-1.6600, -1.2348, 5.1193)  0.0002
H (-1.6123, 0.5630, 4.8977)  0.0002
H (1.9170, -1.2382, 3.8114)  0.0001
H (1.7458, 0.5384, 3.6855)  0.0002
H (1.4515, -0.2758, 5.2247)  0.0000
H (-2.4479, 0.1538, 2.2696)  0.0006
H (-2.2043, -1.4352, 1.5043)  0.0010
H (-2.5377, -1.3242, 3.2339)  0.0002

Values from the calculation:
- total energy (eV) = -47353.0141
- LUMO (spin up / spin down) (eV) = -8.661 / -8.809
- 2S+1 = 3
- strongest force on any atom (eV/A) = 9.65
- energy above the lowest of the compared OMol25 structures with the same formula, charge and spin (kJ/mol) = 90.6
- HOMO-LUMO gap (spin up / spin down) (eV) = 6.8713 / 6.4764
- net charge = +2

---

Here is a structure of composition C17H33AlBeBr2ClF3NO9S2 in a non-equilibrium geometry from OMol25. Energies are from the ωB97M-V functional and the def2-TZVPD basis.

Each line ends with the natural charge from an NBO analysis.
Cartesian coordinates (Å):
C (0.6993, 2.4655, 1.3230)  -0.5384
C (-0.5832, 3.3167, 1.3980)  -0.4450
C (-1.7087, 2.8618, 0.3876)  -0.4566
C (-2.5906, 1.5534, 0.8372)  -0.4510
C (-2.7607, 0.5979, -0.3998)  -0.4544
C (-1.4550, 0.2426, -1.1733)  -0.5260
S (-0.6709, -1.3261, -0.5592)  0.6392
C (-0.7156, -1.2019, 1.2683)  -0.5464
C (-0.0396, -2.3979, 2.0117)  -0.2511
C (-0.7427, -2.4627, 3.4356)  -0.6070
C (1.4878, -2.1410, 2.2941)  -0.6261
S (1.3096, -1.1876, -1.3106)  2.1910
O (1.2689, -0.2137, -2.3795)  -0.8585
O (1.5943, -2.4622, -1.8646)  -0.8078
F (2.3520, -0.6754, -0.2439)  -0.4157
H (0.6375, 1.6211, 0.5977)  0.1745
H (0.7914, 1.9516, 2.3648)  0.2105
H (1.6224, 3.0429, 1.1413)  0.2522
H (-0.9473, 3.3561, 2.4376)  0.2641
H (-0.3221, 4.3616, 1.1123)  0.2348
H (-1.2840, 2.7821, -0.6338)  0.2034
H (-2.4132, 3.7213, 0.3712)  0.2238
H (-2.1488, 1.1037, 1.7442)  0.2385
H (-3.5966, 1.8505, 1.1395)  0.2337
H (-3.2125, -0.3670, -0.0618)  0.2322
H (-3.5238, 1.0539, -1.0645)  0.2520
H (-1.6913, 0.1182, -2.2526)  0.2853
H (-0.6663, 1.0172, -1.1316)  0.2625
H (-1.7933, -1.1974, 1.5497)  0.2833
H (-0.3099, -0.2321, 1.6181)  0.2699
H (-0.1751, -3.3589, 1.4809)  0.2318
H (-1.4814, -1.6370, 3.5682)  0.2070
H (-0.0145, -2.3363, 4.2559)  0.2381
H (-1.3199, -3.3990, 3.5612)  0.2392
H (1.6635, -1.0455, 2.3245)  0.2198
H (2.1413, -2.5912, 1.5133)  0.2158
H (1.8182, -2.5546, 3.2611)  0.2443
C (-7.3444, 1.1452, -0.3228)  -0.1419
C (-6.8211, -0.0152, 0.4728)  0.4226
O (-6.1066, 0.6434, 1.5188)  -0.4778
C (-6.7188, 1.8198, 1.6962)  1.0726
O (-6.5515, 2.5271, 2.6749)  -0.8133
O (-7.5301, 2.1492, 0.6943)  -0.4488
F (-5.9473, -0.7626, -0.2560)  -0.3377
H (-6.6197, 1.5089, -1.0552)  0.2050
H (-8.2776, 0.9220, -0.8323)  0.2565
H (-7.5859, -0.6563, 0.8988)  0.2290
C (6.5892, -1.4717, -2.7994)  -0.7154
C (6.4211, -0.1163, -3.4389)  0.6731
O (7.3710, 0.5502, -3.8088)  -0.6109
N (5.1513, 0.3543, -3.5943)  -0.6250
C (3.9084, -0.2892, -3.2204)  -0.4165
H (7.6460, -1.7121, -2.7413)  0.2482
H (6.1806, -1.4636, -1.7871)  0.2182
H (6.0938, -2.2366, -3.3990)  0.2347
H (5.1096, 1.2648, -4.0256)  0.4024
H (3.3032, -0.4066, -4.1214)  0.2032
H (3.3736, 0.3465, -2.5213)  0.1846
H (4.0784, -1.2643, -2.7710)  0.2092
Cl (-3.0933, 3.2231, 2.6516)  0.2649
C (9.0815, -4.7162, -2.7626)  0.9184
O (8.0104, -4.2921, -3.2602)  -0.4752
O (10.1835, -4.0663, -3.2074)  -0.6467
O (9.2297, -5.6253, -1.9430)  -0.3980
H (9.6990, -3.4562, -3.8028)  0.4945
Al (-7.7216, 4.1127, 3.3202)  0.9282
Br (1.9213, 1.4114, 3.8690)  -0.1515
F (-1.6850, 2.0301, 3.6883)  -0.3442
Be (-3.2853, 3.4311, -1.7107)  0.0886
Br (-9.2830, 0.8806, 1.9745)  -0.7134

Values from the calculation:
- total energy (eV) = -227485.8787
- LUMO (eV) = -9.038
- strongest force on any atom (eV/A) = 5.36
- HOMO-LUMO gap (eV) = 1.0723
- net charge = +1

---

Here is a cluster of 3 separate species, C17H33B2FN2O8PS2 in total in a non-equilibrium geometry from OMol25. Energies are from the ωB97M-V functional and the def2-TZVPD basis.

Each line ends with the natural charge from an NBO analysis.
Cartesian coordinates (Å):
C (0.1130, 2.8468, -0.6193)  -0.6423
C (-0.9939, 2.9539, 0.4661)  -0.0722
O (-2.3155, 2.5633, -0.0032)  -0.7191
B (-2.6714, 1.2882, 0.3943)  1.1818
O (-3.7594, 1.1383, 1.2376)  -0.9079
C (-1.8217, 0.0242, -0.1915)  -0.1853
N (-1.4071, 0.1751, -1.4357)  -0.1032
N (-0.6894, -0.8715, -1.8151)  -0.3784
B (-0.1497, -0.7184, -3.2443)  1.2889
O (0.9841, 0.0810, -3.3720)  -0.9114
O (-0.7474, -1.2943, -4.3245)  -0.8658
C (-0.3693, -1.9677, -1.1274)  0.0082
P (0.7037, -3.4106, -1.7490)  0.7422
C (-0.1010, -4.1795, -3.2797)  -0.9140
C (2.4102, -2.7506, -2.1984)  -0.6898
C (2.9031, -1.6564, -1.1931)  -0.6201
C (-0.8417, -2.1784, 0.2032)  -0.2374
C (-1.6193, -1.0866, 0.6795)  0.4829
F (-2.1402, -1.0786, 1.8833)  -0.2615
H (-0.2290, 3.1845, -1.6168)  0.2167
H (1.0032, 3.4514, -0.3465)  0.2561
H (0.4655, 1.7902, -0.6513)  0.1726
H (-1.0739, 4.0261, 0.7361)  0.2217
H (-0.7197, 2.3432, 1.3509)  0.1612
H (-3.5178, 1.4315, 2.1315)  0.5155
H (0.7190, 0.9750, -3.0771)  0.5216
H (-0.0153, -1.5885, -4.9002)  0.5212
H (0.5385, -4.1132, -4.1749)  0.2415
H (-1.0721, -3.6558, -3.3942)  0.2513
H (-0.3538, -5.2164, -2.9914)  0.2634
H (2.4230, -2.4107, -3.2598)  0.2178
H (3.1174, -3.6075, -2.1703)  0.2610
H (2.3830, -1.8052, -0.2251)  0.2036
H (2.6439, -0.6517, -1.5710)  0.2263
H (3.9981, -1.7361, -1.0816)  0.2411
H (-0.6206, -3.0801, 0.7873)  0.2995
C (5.4084, 5.9938, -0.4333)  -0.4063
C (4.7568, 6.1828, -1.8076)  -0.4018
C (3.5279, 5.2685, -1.8621)  -0.6800
S (2.9660, 5.0844, -0.1684)  2.1632
O (3.1353, 3.7040, 0.2262)  -0.9534
O (1.7102, 5.7756, -0.0032)  -0.9410
C (4.2684, 6.0517, 0.5779)  -0.6714
H (6.1590, 6.7575, -0.2329)  0.2356
H (5.8988, 5.0179, -0.3882)  0.2160
H (4.4461, 7.2239, -1.9228)  0.2156
H (5.4501, 5.9574, -2.6176)  0.2314
H (2.7280, 5.7013, -2.4601)  0.2555
H (3.7815, 4.2789, -2.2415)  0.2436
H (4.5304, 5.6324, 1.5473)  0.2606
H (3.8984, 7.0706, 0.6964)  0.2472
C (-5.2680, -4.4754, 3.8602)  -0.4068
C (-4.5871, -3.3045, 3.1419)  -0.4013
C (-3.1298, -3.2622, 3.6155)  -0.6809
S (-2.6973, -4.9438, 4.0595)  2.1731
O (-2.4495, -4.9962, 5.4757)  -0.9275
O (-1.7520, -5.4587, 3.0960)  -0.9527
C (-4.3054, -5.6525, 3.7366)  -0.6751
H (-6.2400, -4.7068, 3.4254)  0.2319
H (-5.4200, -4.2250, 4.9130)  0.2218
H (-4.6197, -3.4727, 2.0616)  0.2012
H (-5.0924, -2.3590, 3.3403)  0.2292
H (-2.4630, -2.9201, 2.8363)  0.2302
H (-3.0154, -2.6395, 4.5024)  0.2514
H (-4.5057, -6.4508, 4.4482)  0.2646
H (-4.2968, -6.0484, 2.7204)  0.2383

Values from the calculation:
- total energy (eV) = -72549.8613
- LUMO (eV) = -4.553
- strongest force on any atom (eV/A) = 3.11
- HOMO-LUMO gap (eV) = 7.4702
- net charge = +1

---

Here is a structure of composition C17H33Cl8CuN2O in a non-equilibrium geometry from OMol25. Energies are from the ωB97M-V functional and the def2-TZVPD basis.

Each line ends with the natural charge from an NBO analysis.
Cartesian coordinates (Å):
Cu (-1.6375, -2.6058, 3.5341)  0.8428
C (-0.8493, -0.3523, 1.1957)  -0.2386
O (-1.0842, -1.6682, 1.5979)  -1.0116
H (-1.1173, -0.2297, 0.1361)  0.1384
H (-1.4883, 0.3109, 1.8026)  0.1295
H (0.1940, -0.0577, 1.3755)  0.1545
Cl (1.0470, -3.5259, -2.5464)  -0.0556
C (1.7204, -3.3811, -0.9024)  -0.3927
C (0.8527, -4.0463, 0.1636)  -0.4016
Cl (0.6841, -5.7488, -0.2731)  -0.0573
H (1.7659, -2.2988, -0.7916)  0.2216
H (2.7240, -3.7933, -0.8311)  0.2230
H (-0.1413, -3.6228, 0.2797)  0.2551
H (1.4067, -4.0106, 1.0999)  0.2082
Cl (-3.2105, -1.1170, -3.3300)  -0.0585
C (-1.8734, 0.0485, -3.1524)  -0.3834
C (-2.2733, 1.2779, -2.3259)  -0.4011
Cl (-3.6065, 2.1412, -3.1395)  -0.0554
H (-1.5881, 0.3006, -4.1693)  0.2259
H (-1.0768, -0.4784, -2.6288)  0.2211
H (-1.3813, 1.8892, -2.2081)  0.2368
H (-2.6944, 0.9173, -1.3913)  0.2125
Cl (-5.7399, -2.0535, -0.0870)  -0.0570
C (-4.5619, -0.7777, 0.3245)  -0.3919
C (-4.4624, -0.6164, 1.8335)  -0.3895
Cl (-5.9140, 0.0302, 2.6411)  -0.0616
H (-4.8486, 0.1243, -0.2113)  0.2243
H (-3.5749, -1.0948, -0.0127)  0.2361
H (-3.5940, -0.0097, 2.0743)  0.2221
H (-4.3882, -1.6391, 2.1985)  0.2101
Cl (3.6653, -1.2488, 4.8702)  -0.0388
C (2.7808, -2.2074, 3.6762)  -0.3985
C (2.7949, -1.5773, 2.2733)  -0.3886
Cl (4.4853, -1.3898, 1.6820)  -0.0784
H (1.7164, -2.1433, 3.8895)  0.2099
H (3.2686, -3.1755, 3.6245)  0.2248
H (2.5014, -0.5352, 2.3906)  0.2462
H (2.1346, -2.0455, 1.5525)  0.2205
C (-2.3140, 5.2051, 0.4782)  -0.6273
C (-1.9011, 3.7475, 0.6286)  -0.3920
C (-0.4030, 3.4683, 0.8131)  -0.5180
C (0.2749, 3.5459, -0.4906)  0.3249
N (0.7429, 3.5525, -1.5365)  -0.3822
H (-2.3086, 5.5594, -0.5601)  0.2171
H (-1.7483, 6.0031, 0.9587)  0.2178
H (-3.3741, 5.2562, 0.7288)  0.2183
H (-2.1400, 3.1450, -0.2498)  0.2114
H (-2.5458, 3.3946, 1.4343)  0.2154
H (-0.1795, 2.4572, 1.1661)  0.2642
H (0.0891, 4.1124, 1.5432)  0.2508
C (4.1601, -1.2533, -2.1703)  -0.6151
C (4.2156, 0.2815, -2.1552)  -0.3905
C (2.8929, 0.8966, -1.6735)  -0.5479
C (2.8124, 1.1245, -0.2347)  0.3385
N (2.6306, 1.3147, 0.8835)  -0.3891
H (4.2737, -1.7154, -1.1914)  0.2158
H (4.9111, -1.6904, -2.8286)  0.2172
H (3.1867, -1.4666, -2.6141)  0.2032
H (4.3711, 0.5914, -3.1930)  0.2104
H (5.1059, 0.7095, -1.6934)  0.2205
H (2.0019, 0.3686, -2.0351)  0.2485
H (2.6095, 1.8020, -2.2231)  0.2849

Values from the calculation:
- total energy (eV) = -168008.0022
- LUMO (eV) = -2.446
- strongest force on any atom (eV/A) = 2.60
- HOMO-LUMO gap (eV) = 6.7848
- net charge = 0